Formula: C66H160F4N18O19S4V
Source: OMol25
Level of theory: ωB97M-V with the def2-TZVPD basis set

Atoms and positions in Å:
O1 19.229 14.130 25.707
V1 19.369 12.955 24.604
N1 19.840 14.168 22.954
S1 20.504 15.742 22.962
O2 19.576 16.864 23.150
O3 21.658 15.935 22.135
F1 21.049 15.620 24.473
S2 19.573 14.215 21.472
O4 20.692 13.819 20.625
O5 18.653 15.205 20.954
F2 18.662 12.843 21.408
N2 18.677 11.507 26.011
S3 17.388 10.406 25.846
O6 16.074 11.050 25.798
O7 17.391 9.100 26.418
F3 17.596 9.980 24.326
S4 19.068 11.051 27.384
O8 20.072 10.000 27.391
O9 18.113 11.148 28.493
F4 19.904 12.385 27.806
C1 15.474 14.967 19.660
C2 14.080 15.629 19.963
N3 13.245 16.016 18.768
C3 11.973 16.710 19.151
C4 12.139 17.891 20.155
C5 12.994 14.840 17.919
C6 12.447 15.208 16.583
H1 15.941 15.374 18.763
H2 15.462 13.882 19.554
H3 16.106 15.181 20.522
H4 13.502 14.914 20.549
H5 14.329 16.431 20.658
H6 11.454 17.165 18.307
H7 11.305 15.928 19.511
H8 11.262 18.525 20.280
H9 12.489 17.547 21.128
H10 12.846 18.627 19.773
H11 12.280 14.160 18.382
H12 13.848 14.194 17.717
H13 12.406 14.357 15.904
H14 13.088 15.964 16.128
H15 11.426 15.589 16.599
C7 15.916 9.742 13.800
C8 16.406 10.508 15.001
N4 16.690 11.935 14.827
C9 16.889 12.637 16.126
C10 16.480 14.132 15.956
C11 17.675 12.305 13.845
C12 19.145 11.845 14.083
H16 15.649 8.722 14.076
H17 16.596 9.739 12.948
H18 14.951 10.162 13.517
H19 15.618 10.394 15.746
H20 17.321 10.111 15.440
H21 17.939 12.759 16.392
H22 16.231 12.275 16.916
H23 16.717 14.597 16.913
H24 15.409 14.155 15.752
H25 17.041 14.689 15.206
H26 17.337 11.975 12.862
H27 17.654 13.381 13.673
H28 19.764 12.324 13.324
H29 19.562 12.093 15.059
H30 19.287 10.777 13.920
C13 16.373 22.341 17.650
C14 15.698 20.967 17.979
N5 16.437 19.742 17.589
C15 15.964 18.549 18.255
C16 16.617 18.460 19.636
C17 16.425 19.543 16.128
C18 17.733 18.927 15.651
H31 17.153 22.371 18.411
H32 15.750 23.223 17.799
H33 16.761 22.279 16.634
H34 15.360 20.887 19.012
H35 14.730 21.036 17.483
H36 14.877 18.463 18.264
H37 16.381 17.674 17.756
H38 17.665 18.165 19.580
H39 16.513 19.360 20.242
H40 16.199 17.568 20.102
H41 16.254 20.491 15.619
H42 15.598 18.938 15.756
H43 17.759 18.905 14.562
H44 17.877 17.940 16.090
H45 18.587 19.530 15.960
C19 18.822 23.060 21.128
C20 17.573 22.654 21.786
N6 17.744 21.344 22.384
C21 18.809 21.263 23.348
C22 18.648 22.258 24.543
C23 16.471 20.747 22.905
C24 16.526 19.251 23.256
H46 19.100 22.354 20.345
H47 19.634 23.226 21.835
H48 18.735 23.997 20.578
H49 17.396 23.327 22.624
H50 16.800 22.662 21.017
H51 18.770 20.278 23.813
H52 19.806 21.175 22.916
H53 19.254 22.052 25.425
H54 18.853 23.258 24.160
H55 17.585 22.346 24.770
H56 15.788 20.982 22.089
H57 16.083 21.223 23.805
H58 17.196 18.730 22.572
H59 15.544 18.791 23.148
H60 16.974 19.059 24.231
C25 16.507 10.866 21.564
C26 16.592 9.531 20.840
N7 17.840 9.380 20.040
C27 17.789 10.196 18.808
C28 18.949 9.993 17.768
C29 17.971 7.956 19.716
C30 16.883 7.274 18.783
H61 16.327 11.721 20.912
H62 17.294 11.068 22.290
H63 15.653 10.812 22.240
H64 16.446 8.773 21.610
H65 15.754 9.438 20.149
H66 16.813 10.087 18.335
H67 17.785 11.248 19.095
H68 18.922 10.739 16.973
H69 19.964 10.040 18.162
H70 18.925 9.071 17.187
H71 18.073 7.392 20.643
H72 18.956 7.745 19.297
H73 16.794 7.873 17.878
H74 15.894 7.208 19.236
H75 17.124 6.298 18.362
C31 22.263 14.454 13.963
C32 21.443 14.857 15.196
N8 22.256 15.468 16.228
C33 21.445 15.581 17.444
C34 20.143 16.434 17.452
C35 23.031 16.609 15.807
C36 23.949 17.205 16.869
H76 22.519 15.342 13.387
H77 21.651 13.814 13.326
H78 23.168 13.946 14.296
H79 20.663 15.518 14.818
H80 21.047 13.970 15.688
H81 22.087 15.977 18.231
H82 21.209 14.547 17.699
H83 20.409 17.449 17.156
H84 19.858 16.461 18.504
H85 19.256 16.136 16.895
H86 23.694 16.252 15.019
H87 22.314 17.328 15.409
H88 23.426 17.727 17.670
H89 24.400 16.384 17.427
H90 24.687 17.867 16.415
C37 20.917 17.728 27.453
O10 21.997 17.409 27.944
N9 20.633 19.005 27.124
C38 19.276 19.354 26.698
C39 21.613 20.125 27.230
H91 20.029 17.119 27.223
H92 18.762 19.819 27.539
H93 18.647 18.543 26.329
H94 19.237 20.022 25.838
H95 21.181 20.806 27.964
H96 22.615 19.824 27.534
H97 21.702 20.624 26.265
C40 17.806 16.096 28.491
O11 17.619 16.655 27.408
N10 17.431 14.862 28.785
C41 16.646 14.091 27.826
C42 17.737 14.192 30.044
H98 18.240 16.632 29.350
H99 15.899 13.460 28.308
H100 17.344 13.378 27.386
H101 16.272 14.731 27.027
H102 18.367 13.333 29.812
H103 18.185 14.920 30.720
H104 16.822 13.825 30.509
C43 20.240 10.388 22.434
O12 19.778 11.207 23.221
N11 21.257 9.587 22.846
C44 21.984 8.697 21.896
C45 21.724 9.515 24.224
H105 19.998 10.157 21.385
H106 21.561 8.609 20.895
H107 22.156 7.712 22.331
H108 23.009 9.053 21.796
H109 21.087 9.986 24.972
H110 21.867 8.468 24.494
H111 22.693 10.015 24.226
C46 26.280 18.430 19.922
O13 25.444 19.237 20.301
N12 26.056 17.117 19.957
C47 27.027 16.050 19.607
C48 24.721 16.620 20.402
H112 27.295 18.675 19.575
H113 26.950 15.212 20.300
H114 28.012 16.505 19.703
H115 26.884 15.704 18.583
H116 24.129 16.453 19.503
H117 24.735 15.703 20.992
H118 24.221 17.356 21.031
C49 22.931 18.342 24.198
O14 22.784 19.469 23.729
N13 24.126 17.840 24.470
C50 24.277 16.763 25.520
C51 25.377 18.502 24.132
H119 22.109 17.684 24.520
H120 23.331 16.413 25.933
H121 24.713 17.303 26.361
H122 24.919 15.926 25.245
H123 26.207 17.848 23.865
H124 25.126 19.186 23.320
H125 25.695 19.157 24.943
C52 20.034 20.137 18.865
O15 20.627 20.573 17.914
N14 20.536 19.371 19.880
C53 19.766 18.944 21.039
C54 21.912 18.783 19.812
H126 18.978 20.411 19.016
H127 20.223 19.243 21.982
H128 19.566 17.879 20.921
H129 18.797 19.445 21.038
H130 22.550 19.082 18.980
H131 22.423 19.018 20.745
H132 21.887 17.693 19.829
C55 25.381 13.022 28.535
O16 24.744 12.054 28.182
N15 24.869 14.267 28.548
C56 23.444 14.494 28.346
C57 25.694 15.446 28.642
H133 26.463 12.941 28.725
H134 23.241 14.979 27.391
H135 22.994 15.050 29.169
H136 22.916 13.543 28.416
H137 26.741 15.228 28.852
H138 25.694 15.858 27.633
H139 25.272 16.193 29.315
C58 16.041 13.534 23.893
O17 17.228 13.279 24.058
N16 15.478 14.727 24.114
C59 14.077 15.011 23.908
C60 16.228 15.939 24.491
H140 15.317 12.793 23.521
H141 14.014 15.691 23.059
H142 13.557 15.386 24.789
H143 13.518 14.125 23.607
H144 15.697 16.665 25.107
H145 17.182 15.713 24.967
H146 16.440 16.510 23.587
C61 23.004 12.269 17.426
O18 22.511 11.283 17.016
N17 23.301 12.457 18.707
C62 24.131 13.603 19.127
C63 22.964 11.541 19.812
H147 23.227 13.149 16.802
H148 23.760 14.123 20.010
H149 24.347 14.386 18.400
H150 25.099 13.173 19.384
H151 22.425 12.131 20.553
H152 22.347 10.752 19.382
H153 23.898 11.111 20.173
C64 22.746 12.757 25.360
O19 21.468 12.769 25.295
N18 23.574 12.964 24.310
C65 25.030 13.184 24.531
C66 23.148 12.968 22.902
H154 23.253 12.645 26.331
H155 25.378 14.093 24.041
H156 25.633 12.422 24.037
H157 25.441 13.358 25.526
H158 22.116 12.624 22.839
H159 23.288 13.938 22.424
H160 23.755 12.290 22.303

Calculated values
- Spin multiplicity: 2
- Frontier orbital gap (spin up / spin down): 6.5 / 6.9 eV

These are the Löwdin partial charges, in e, on atoms 1 to 6: atom 1 (O): -0.23, atom 2 (V): 0.96, atom 3 (N): -0.32, atom 4 (S): 0.59, atom 5 (O): -0.25, atom 6 (O): -0.23